Density functional theory data (ωB97M-V with the def2-TZVPD basis set) for C7H6O4 in the gas phase in a non-equilibrium geometry.

DFT total energy (hartree): -571.2452
Kohn-Sham gap (eV): 9.23
SMILES: O=C(O)c1cc(O)cc(O)c1
ΔE to the lowest compared entry with this formula, charge and spin (kcal per mole): 48.23
E_LUMO (eV): 0.27

Each line ends with the natural charge from an NBO analysis.
CARTESIAN COORDINATES (ANGSTROEM)
C1 -2.552 -0.241 -0.271  0.8027
C2 -1.047 -0.095 -0.306  -0.1329
C3 -0.273 -1.216 -0.061  -0.2673
C4 1.155 -1.201 -0.070  0.3124
C5 1.816 0.002 -0.054  -0.3334
C6 1.010 1.214 -0.154  0.3208
C7 -0.378 1.205 -0.341  -0.2943
H1 -2.428 1.132 1.272  0.4905
H2 -0.566 -2.239 0.255  0.2202
H3 1.549 -3.056 0.634  0.4794
H4 2.937 -0.095 -0.074  0.2402
H5 2.507 2.533 0.016  0.4838
H6 -0.949 2.182 -0.329  0.2476
O1 -3.090 0.751 0.659  -0.7358
O2 -3.225 -1.049 -0.800  -0.5050
O3 2.049 -2.282 -0.023  -0.6709
O4 1.484 2.457 -0.355  -0.6580